Molecular formula: C3HNO2
Method: DFT, the ωB97M-V functional and the def2-TZVPD basis

Properties
Kohn-Sham gap	7.21	eV
HOMO level	-0.288	hartree
F_max	5.0	eV/Å
total energy	-8707.53527	eV

Geometry as XYZ:
```
7
Properties=species:S:1:pos:R:3:forces:R:3
C 0.20716 1.38107 1.18199 -1.03 4.82 0.56
C -0.66797 -0.61568 -0.68897 0.22 0.72 -2.15
C 0.44970 -1.38794 -0.78666 0.38 -1.83 0.71
N 0.30160 0.27056 0.98222 0.38 -1.23 0.71
O -1.81856 -0.63572 -0.87913 -1.38 0.03 0.64
O 1.56851 -1.53560 -1.07067 0.60 0.43 -0.38
H -0.04044 2.52331 1.26121 0.83 -2.94 -0.09
```
Positions in Å, forces in eV/Å.

Löwdin atomic charge list, values in e, 2 entries: 0.009, -0.292